[1]
103
Properties=species:S:1:pos:R:3 method="wB97M-V/def2-TZVPD" relative_energy_ev=0.615 charge=0 fmax_ev_per_a=0.63
Zr -1.12 -0.16 0.00
O -2.78 -1.22 0.44
C -3.65 -0.94 1.41
C -4.05 -1.94 2.30
C -4.93 -1.65 3.32
C -5.47 -0.37 3.47
C -5.11 0.61 2.58
C -4.18 0.35 1.56
C -3.85 1.40 0.62
N -2.84 1.37 -0.16
C -2.71 2.33 -1.23
C -2.64 1.55 -2.54
N -2.04 0.24 -2.27
C -2.44 -0.74 -2.99
C -2.03 -2.12 -2.89
C -2.62 -3.06 -3.73
C -2.27 -4.39 -3.67
C -1.30 -4.79 -2.75
C -0.69 -3.88 -1.91
C -1.05 -2.53 -1.97
O -0.45 -1.66 -1.17
H -3.62 -2.93 2.18
H -5.19 -2.43 4.02
H -6.16 -0.16 4.28
H -5.51 1.61 2.67
H -4.54 2.24 0.55
H -1.78 2.87 -1.09
H -3.53 3.05 -1.23
H -2.02 2.09 -3.27
H -3.64 1.42 -2.98
H -3.18 -0.54 -3.78
H -3.37 -2.73 -4.44
H -2.74 -5.12 -4.32
H -1.01 -5.84 -2.69
H 0.06 -4.18 -1.19
C 3.13 1.54 -0.73
As 1.73 0.23 -1.10
C 1.16 0.95 -2.82
C 2.65 -1.37 -1.81
C 3.88 -1.98 -1.11
C 3.98 -3.44 -1.55
C 3.78 -1.91 0.42
As 2.25 -2.88 1.24
C 3.20 -4.55 1.74
C 2.46 -1.98 2.97
C 5.18 -1.25 -1.51
As 5.68 -1.27 -3.43
C 5.18 0.57 -3.93
C 7.57 -0.86 -3.11
H 3.82 1.60 -1.57
H 3.67 1.29 0.18
H 2.64 2.50 -0.59
H 2.03 1.17 -3.45
H 0.60 1.88 -2.65
H 0.51 0.23 -3.32
H 2.89 -1.16 -2.86
H 1.84 -2.11 -1.82
H 3.11 -4.01 -1.21
H 4.88 -3.91 -1.14
H 4.03 -3.52 -2.64
H 3.69 -0.87 0.75
H 4.70 -2.30 0.87
H 4.17 -4.60 1.25
H 2.62 -5.42 1.44
H 3.34 -4.58 2.82
H 3.50 -2.00 3.29
H 1.83 -2.47 3.71
H 2.12 -0.95 2.88
H 6.01 -1.74 -1.00
H 5.17 -0.21 -1.17
H 4.11 0.65 -4.11
H 5.70 0.82 -4.85
H 5.48 1.28 -3.16
H 8.06 -1.74 -2.68
H 7.68 -0.02 -2.42
H 8.06 -0.62 -4.05
C -4.56 6.01 2.72
C -3.42 5.12 2.31
C -3.07 4.00 3.04
C -2.03 3.16 2.66
C -1.70 2.00 3.56
C -1.31 3.44 1.49
Se 0.05 2.22 0.84
C -1.59 4.63 0.79
C -0.77 5.11 -0.39
C -2.64 5.43 1.20
H -5.00 5.67 3.66
H -5.35 6.02 1.97
H -4.23 7.04 2.86
H -3.62 3.76 3.95
H -1.96 2.24 4.59
H -0.65 1.74 3.52
H -2.27 1.11 3.30
H 0.12 4.51 -0.54
H -0.46 6.14 -0.22
H -1.35 5.10 -1.31
H -2.84 6.35 0.65
B -0.87 -1.78 4.59
C -0.74 -1.22 3.13
N -0.69 -0.80 2.05
H -0.69 -2.97 4.52
H -0.04 -1.22 5.26
H -2.00 -1.51 4.93

***

[2]
104
Properties=species:S:1:pos:R:3 method="wB97M-V/def2-TZVPD" relative_energy_ev=0.774 charge=-1 fmax_ev_per_a=0.42
Hf -0.08 -1.06 0.11
C -3.08 4.71 -2.31
C -2.58 3.27 -2.50
C -3.19 2.63 -3.76
P -2.67 2.07 -1.08
C -4.45 1.53 -0.93
C -5.59 2.42 -1.41
C -4.72 1.07 0.50
C -2.41 3.04 0.47
C -3.34 3.97 0.95
C -3.22 4.53 2.21
C -2.16 4.16 3.02
C -1.21 3.27 2.54
C -1.29 2.72 1.26
Si 0.17 1.69 0.55
C 0.70 2.85 -0.90
C 0.36 4.21 -0.91
C 0.78 5.06 -1.92
C 1.54 4.56 -2.97
C 1.88 3.22 -2.98
C 1.48 2.37 -1.95
P 2.00 0.62 -1.92
C 3.84 0.85 -2.19
C 4.42 1.73 -1.08
C 4.60 -0.46 -2.32
C 1.45 0.06 -3.62
C 0.02 0.52 -3.90
C 1.51 -1.46 -3.77
C 1.59 2.12 1.78
C 2.01 3.46 1.88
C 3.01 3.86 2.74
C 3.63 2.93 3.56
C 3.24 1.61 3.49
C 2.23 1.19 2.61
P 1.77 -0.58 2.48
C 0.84 -0.94 4.04
C 0.61 -2.45 4.20
C 1.35 -0.29 5.33
C 3.39 -1.50 2.56
C 4.33 -0.91 1.51
C 4.12 -1.73 3.88
H -2.85 5.30 -3.20
H -2.59 5.18 -1.45
H -4.16 4.75 -2.15
H -1.51 3.34 -2.67
H -4.21 2.98 -3.93
H -3.22 1.54 -3.70
H -2.61 2.90 -4.65
H -4.46 0.62 -1.55
H -5.65 3.36 -0.85
H -6.54 1.90 -1.25
H -5.53 2.66 -2.47
H -4.96 1.93 1.14
H -3.88 0.54 0.95
H -5.57 0.38 0.52
H -4.19 4.24 0.33
H -3.96 5.24 2.56
H -2.07 4.57 4.02
H -0.37 3.02 3.17
H -0.25 4.61 -0.11
H 0.50 6.11 -1.89
H 1.85 5.21 -3.78
H 2.47 2.84 -3.81
H 3.93 1.39 -3.14
H 4.32 1.27 -0.10
H 3.94 2.71 -1.03
H 5.49 1.89 -1.26
H 4.38 -1.15 -1.50
H 5.68 -0.27 -2.31
H 4.37 -0.98 -3.25
H 2.13 0.53 -4.34
H -0.68 0.13 -3.16
H -0.29 0.15 -4.88
H -0.07 1.60 -3.91
H 0.72 -1.93 -3.18
H 2.46 -1.90 -3.46
H 1.35 -1.74 -4.82
H 1.54 4.21 1.26
H 3.31 4.90 2.78
H 4.42 3.22 4.24
H 3.72 0.89 4.14
H -0.14 -0.49 3.82
H 1.55 -3.01 4.22
H 0.00 -2.85 3.39
H 0.09 -2.63 5.14
H 2.32 -0.67 5.63
H 0.64 -0.52 6.13
H 1.41 0.79 5.24
H 3.10 -2.48 2.20
H 4.78 0.02 1.85
H 3.80 -0.70 0.58
H 5.14 -1.62 1.29
H 4.52 -0.82 4.33
H 4.97 -2.39 3.70
H 3.49 -2.21 4.62
S -1.92 -4.70 0.75
As -2.71 -2.79 0.44
S -1.79 -1.88 -1.47
S -1.76 -1.30 1.89
S -4.79 -2.59 0.40
Cl 1.32 -3.54 0.90
C 1.57 -2.49 -0.58
H 1.33 -3.15 -1.41
H 2.63 -2.24 -0.61

***

| no. | frontier orbital gap (eV) |
| --- | --- |
| 1 | 7.38 |
| 2 | 6.60 |